Here is one molecule with the formula C5H6O2 from the Open Molecules 2025 dataset. Energies are from ωB97M-V/def2-TZVPD.

Structure (XYZ):
```
13
Properties=species:S:1:pos:R:3:forces:R:3
C -0.887 2.409 0.209 0.1 -0.5 0.0
C -0.527 1.260 0.212 -0.2 0.5 0.0
C -0.115 -0.151 0.247 -0.1 0.1 0.1
C -1.279 -1.111 0.046 0.0 0.0 0.0
O 0.823 -0.400 -0.825 0.1 0.0 0.0
C 2.123 -0.386 -0.500 0.2 0.0 0.3
O 2.579 -0.219 0.600 -0.2 0.0 -0.5
H -1.214 3.427 0.202 0.1 -0.2 0.0
H 0.398 -0.346 1.194 -0.1 0.0 -0.1
H -1.667 -1.020 -0.972 0.0 0.0 0.2
H -2.080 -0.887 0.758 0.2 0.0 -0.1
H -0.935 -2.137 0.205 -0.1 0.1 0.0
H 2.714 -0.566 -1.409 0.0 0.0 0.1
```
Positions in Å, forces in eV/Å.

Results
Kohn-Sham gap in Ha: 0.4180
LUMO energy in eV: 0.96
Structure (SMILES): C#C[C@@H](C)OC=O



Here is one molecule with the formula C5H6O2 from the Open Molecules 2025 dataset. Energies are from ωB97M-V/def2-TZVPD.

Structure (XYZ):
```
13
Properties=species:S:1:pos:R:3:forces:R:3
O 1.168 -1.941 -0.497 -0.3 0.4 -0.1
C 0.401 -1.020 -0.391 0.1 -0.4 0.0
C -1.125 -1.145 -0.373 0.0 -0.2 0.0
O -1.604 0.229 -0.302 0.3 0.4 0.0
C -0.597 1.046 -0.411 -0.2 -0.2 0.3
C 0.870 0.530 1.378 0.1 0.3 -0.1
C 0.665 0.449 -0.310 0.1 0.0 -0.3
H -1.536 -1.708 0.462 0.1 0.1 0.0
H -1.480 -1.558 -1.325 0.0 0.0 0.2
H -0.865 2.097 -0.438 0.2 0.0 0.0
H 1.977 0.539 1.351 -0.2 0.0 0.1
H 0.617 1.573 1.675 -0.3 -0.3 0.0
H 1.508 0.908 -0.818 -0.1 -0.1 0.0
```
Positions in Å, forces in eV/Å.

Results
Kohn-Sham gap (alpha / beta) in Ha: 0.2543 / 0.2540
LUMO energy (alpha / beta) in eV: -0.53 / -0.54



Here is one molecule with the formula C5H6O2 from the Open Molecules 2025 dataset. Energies are from ωB97M-V/def2-TZVPD.

Structure (XYZ):
```
13
Properties=species:S:1:pos:R:3:forces:R:3
C -1.746 -1.076 1.564 0.2 0.0 0.0
C -0.604 -0.715 1.033 -0.2 0.0 -0.1
C 0.183 -0.122 0.172 -0.2 -0.1 0.1
C -0.783 0.509 -0.799 0.0 0.5 -0.2
O -0.844 1.698 -0.997 0.3 -0.4 -0.2
C 1.672 0.157 0.090 0.0 -0.1 0.3
O 2.052 0.524 -1.218 -0.1 0.2 -0.1
H -2.313 -0.366 2.161 0.1 -0.2 0.1
H -2.173 -2.058 1.388 0.1 0.0 0.2
H -1.506 -0.208 -1.235 0.0 0.2 0.0
H 1.972 0.923 0.819 -0.1 -0.1 -0.1
H 2.233 -0.752 0.325 -0.2 0.1 0.0
H 1.687 1.401 -1.397 0.0 -0.1 0.0
```
Positions in Å, forces in eV/Å.

Results
Kohn-Sham gap in Ha: 0.3816
LUMO energy in eV: 0.56
Structure (SMILES): C=C=C(C=O)CO



Here is C5H6O2 as an isolated structure from the Open Molecules 2025 dataset. Energies are from ωB97M-V/def2-TZVPD.

Structure (XYZ):
```
13
Properties=species:S:1:pos:R:3:forces:R:3
O 1.738 1.264 -1.144 -0.1 0.2 0.1
C 1.651 -0.001 -0.520 0.0 -0.4 0.0
C 0.252 -0.248 -0.062 0.0 0.0 -0.1
C -0.618 0.604 0.790 0.1 0.4 0.2
C -1.752 -0.447 0.691 -0.2 0.0 0.1
C -0.795 -1.045 -0.335 0.1 -0.1 -0.1
O -0.545 1.745 1.173 0.0 -0.5 0.0
H 1.315 1.901 -0.549 0.1 0.0 -0.1
H 2.331 -0.069 0.344 -0.1 0.0 -0.1
H 1.971 -0.751 -1.249 -0.1 0.1 0.1
H -2.727 -0.078 0.358 0.1 0.0 0.0
H -1.873 -1.062 1.589 0.0 0.1 -0.1
H -0.947 -1.813 -1.086 0.1 0.0 0.2
```
Positions in Å, forces in eV/Å.

Results
Kohn-Sham gap in Ha: 0.3823
LUMO energy in eV: 0.56



Record order is preserved below.
Energy relative to the best compared isomer or geometry (same formula, charge and spin): 1.852, 4.792, 2.671, 1.757 eV
Record order is preserved below.
Electronic energy: -9375.2439, -9372.3039, -9374.4249, -9375.3388 eV